Formula: C4H10INOS
Source: OMol25
Level of theory: wB97M-V/def2-TZVPD

The geometry in XYZ format:
```
18
C4H10INOS wB97M-V/def2-TZVPD
I 1.616 -0.538 -3.531
S -0.462 0.200 -1.702
O -1.429 1.090 -2.312
N -1.058 -1.311 -1.903
C 0.675 -0.663 0.654
C 0.786 -0.548 2.176
C -0.334 1.761 0.360
C -0.244 0.329 -0.019
H 0.639 2.170 0.605
H -0.924 2.467 -0.411
H 0.401 -1.711 0.483
H -1.539 -1.482 -2.863
H 0.584 -1.459 2.696
H -1.661 -1.459 -1.084
H 1.776 -0.561 0.177
H 0.230 0.204 2.698
H -0.794 1.814 1.423
H 1.738 -0.304 2.553
```

max |F| = 2.994 eV Å⁻¹
SMILES = CCC(C)=[S@@](N)(=O)I
net charge = 0
E_LUMO (spin up / spin down) = -1.64 / -1.32 eV